Model w:
C4H13N2O2 | ωB97M-V with the def2-TZVPD basis set

```
21
Properties=species:S:1:pos:R:3
C -0.954 -1.193 -1.944
C 0.335 -0.547 -1.479
C 0.453 -0.267 0.018
C 1.416 0.801 0.486
N 1.617 0.920 1.811
O 2.155 1.360 -0.332
N 0.642 0.694 -2.293
H -1.595 -0.623 -2.610
H -1.612 -1.400 -1.092
H -0.733 -2.206 -2.268
H 1.149 -1.218 -1.761
H -0.564 -0.028 0.363
H 0.736 -1.198 0.506
H 0.827 0.600 2.353
H 2.349 1.487 2.203
H -0.020 1.421 -2.053
H 0.393 0.473 -3.255
H 1.580 1.084 -2.208
H -3.344 -0.332 4.136
H -2.409 0.282 5.152
O -2.419 -0.110 4.268
```

## Properties
multiplicity	1
highest occupied orbital energy	-14.077	eV
gap between HOMO and LUMO	10.979	eV
charge	+1

Results of the natural (NBO) charge analysis, in e, for atoms 1 through 6: -0.664 -0.030 -0.532 0.673 -0.781 -0.665


Model x:
C4H13N2O2 | ωB97M-V with the def2-TZVPD basis set

```
21
Properties=species:S:1:pos:R:3
C 2.584 0.707 0.054
C 1.252 -1.150 -0.870
C -2.496 -0.151 0.426
C 1.504 -0.156 0.407
N -4.623 0.330 -0.618
N 0.236 0.568 0.644
O -2.925 -1.209 0.945
O -3.171 0.601 -0.411
H 2.384 1.134 -1.026
H 2.706 1.608 0.604
H 3.518 0.283 -0.149
H 0.707 -2.048 -0.506
H 0.518 -0.561 -1.555
H 2.097 -1.370 -1.445
H 1.825 -0.699 1.324
H -4.968 1.305 -0.492
H -4.734 -0.096 -1.581
H 0.226 1.100 1.570
H -1.022 -0.024 0.502
H 0.196 1.256 -0.088
H -3.875 -1.343 0.738
```

## Properties
multiplicity	1
highest occupied orbital energy	-14.181	eV
gap between HOMO and LUMO	11.012	eV
charge	+1

Results of the natural (NBO) charge analysis, in e, for atoms 1 through 6: -0.632 -0.599 0.591 -0.061 -0.565 -0.778


Stability, lowest: model x


Model w:
C4H7FN2O | ωB97M-V with the def2-TZVPD basis set

```
15
Properties=species:S:1:pos:R:3
N -1.553 -0.852 -1.459
C -0.136 -0.642 -1.503
C 0.451 -0.274 -0.151
C 1.403 -1.048 0.325
F 1.930 -0.850 1.562
C 0.009 0.925 0.558
N 0.199 1.199 1.787
O -0.361 2.429 2.153
H -1.766 -1.746 -1.047
H -1.930 -0.152 -0.826
H 0.007 0.188 -2.154
H 0.482 -1.467 -1.931
H 1.909 -1.821 -0.275
H -0.533 1.634 -0.099
H -0.113 2.476 3.062
```

## Properties
multiplicity	1
highest occupied orbital energy	-9.172	eV
gap between HOMO and LUMO	9.881	eV
structure (SMILES)	NCC(=C/F)/C=N/O

Results of the natural (NBO) charge analysis, in e, for atoms 1 through 6: -0.809 -0.224 -0.182 0.279 -0.324 -0.010


Model x:
C4H7FN2O | ωB97M-V with the def2-TZVPD basis set

```
15
Properties=species:S:1:pos:R:3
O 2.471 0.964 -0.349
C 1.835 0.431 0.789
C 0.389 0.109 0.470
N -0.540 0.651 1.189
N -1.741 0.085 0.860
C -1.744 -0.466 -0.540
C -0.225 -0.693 -0.654
F 0.189 -0.157 -1.849
H 1.917 0.725 -1.112
H 2.349 -0.484 1.162
H 1.900 1.087 1.648
H -2.495 0.755 0.992
H -2.138 0.191 -1.357
H -2.199 -1.456 -0.573
H 0.033 -1.743 -0.675
```

## Properties
multiplicity	1
highest occupied orbital energy	-9.107	eV
gap between HOMO and LUMO	10.049	eV
structure (SMILES)	OCC1=NNC[C@H]1F

Results of the natural (NBO) charge analysis, in e, for atoms 1 through 6: -0.711 -0.087 0.097 -0.173 -0.442 -0.286


Model y:
C4H7FN2O | ωB97M-V with the def2-TZVPD basis set

```
15
Properties=species:S:1:pos:R:3
C 2.299 -0.851 -0.032
N 0.946 -0.378 -0.050
C 0.826 0.879 -0.075
C -0.515 1.461 0.021
F -0.652 2.812 -0.124
C -1.674 0.781 0.162
N -1.666 -0.609 0.253
O -2.796 -1.156 -0.348
H 3.087 -0.083 -0.153
H 2.390 -1.640 -0.793
H 2.480 -1.389 0.851
H 1.711 1.582 -0.135
H -2.572 1.363 0.174
H -0.779 -0.934 -0.136
H -3.084 -1.839 0.384
```

## Properties
multiplicity	1
highest occupied orbital energy	-8.117	eV
gap between HOMO and LUMO	8.779	eV
structure (SMILES)	C/N=C/C(F)=C\NO

Results of the natural (NBO) charge analysis, in e, for atoms 1 through 6: -0.426 -0.451 0.061 0.228 -0.338 -0.029


Stability, lowest: model y


Model w:
C4H14N2O | ωB97M-V with the def2-TZVPD basis set

```
21
Properties=species:S:1:pos:R:3
C 0.379 -0.067 1.861
N 1.169 0.157 0.679
C 0.423 0.818 -0.394
C -1.011 0.239 -0.647
C -2.024 1.410 -0.717
N -1.769 2.295 -1.837
H -0.525 0.550 2.021
H 0.055 -1.089 2.253
H 0.965 0.135 2.766
H 1.579 -0.743 0.431
H 1.119 1.006 -1.207
H 0.149 1.774 0.053
H -1.205 -0.622 0.010
H -1.092 -0.229 -1.652
H -1.890 1.873 0.264
H -3.039 0.998 -0.782
H -0.834 2.277 -2.206
H -2.534 2.315 -2.484
H 3.919 -4.705 1.046
H 3.079 -4.080 -0.204
O 3.088 -4.313 0.748
```

## Properties
multiplicity	2
expectation value of S²	0.7503
highest occupied orbital energy (alpha / beta)	1.201 / -5.491	eV
gap between HOMO and LUMO (alpha / beta)	2.132 / 8.757	eV
charge	-1

Results of the natural (NBO) charge analysis, in e, for atoms 1 through 6: -0.483 -0.668 -0.301 -0.503 -0.213 -0.876


Model x:
C4H14N2O | ωB97M-V with the def2-TZVPD basis set

```
21
Properties=species:S:1:pos:R:3
C 0.565 -2.169 0.045
N 0.897 -0.755 0.205
C -0.118 -0.358 -1.975
C 0.022 0.169 -0.540
C -1.399 0.489 0.061
N -1.776 -0.123 1.342
H 1.062 -2.554 -0.845
H 1.007 -2.707 0.889
H -0.492 -2.410 0.000
H 0.670 -0.542 1.185
H -0.365 0.416 -2.708
H -0.672 -1.288 -2.080
H 0.880 -0.624 -2.296
H 0.549 1.123 -0.606
H -1.465 1.569 0.144
H -2.123 0.188 -0.699
H -1.538 -1.105 1.267
H -1.196 0.302 2.067
H 1.336 2.870 1.616
H 2.492 3.719 1.213
O 1.664 3.790 1.715
```

## Properties
multiplicity	2
expectation value of S²	0.7504
highest occupied orbital energy (alpha / beta)	0.959 / -5.394	eV
gap between HOMO and LUMO (alpha / beta)	2.802 / 8.998	eV
charge	-1

Results of the natural (NBO) charge analysis, in e, for atoms 1 through 6: -0.447 -0.684 -0.636 -0.247 -0.306 -0.871


Model y:
C4H14N2O | ωB97M-V with the def2-TZVPD basis set

```
21
Properties=species:S:1:pos:R:3
C -3.118 2.106 -0.048
N -2.122 1.204 0.570
C -2.137 -0.124 0.026
C -0.722 -0.726 -0.354
N 0.302 0.010 0.369
C 1.558 0.170 -0.526
H -4.071 1.654 0.263
H -3.021 3.026 0.532
H -2.843 2.424 -1.049
H -1.247 1.642 0.792
H -2.715 -0.191 -0.901
H -2.653 -0.759 0.798
H -0.664 -0.591 -1.435
H -0.812 -1.804 -0.199
H 0.735 -0.541 1.118
H 1.316 -0.068 -1.558
H 2.289 -0.579 -0.093
H 1.899 1.164 -0.233
H 5.831 -2.661 0.498
H 4.579 -1.662 0.539
O 5.102 -2.272 -0.013
```

## Properties
multiplicity	2
expectation value of S²	0.7504
highest occupied orbital energy (alpha / beta)	1.040 / -5.533	eV
gap between HOMO and LUMO (alpha / beta)	2.288 / 8.812	eV
charge	-1

Results of the natural (NBO) charge analysis, in e, for atoms 1 through 6: -0.429 -0.666 -0.211 -0.254 -0.695 -0.601


Stability, lowest: model y


Model w:
C3H3NO4 | ωB97M-V with the def2-TZVPD basis set

```
11
Properties=species:S:1:pos:R:3
C -0.875 0.406 0.895
C -0.756 -0.208 -0.504
C 0.623 -0.004 -1.233
H 0.759 -0.097 3.358
H -1.937 0.370 1.262
H 1.895 -0.814 -2.120
N 0.118 0.377 1.625
O -0.014 0.457 2.933
O -1.676 -0.635 -1.111
O 0.657 -0.927 -2.394
O 1.596 0.697 -0.531
```

## Properties
multiplicity	1
highest occupied orbital energy	-9.874	eV
gap between HOMO and LUMO	8.837	eV

Results of the natural (NBO) charge analysis, in e, for atoms 1 through 6: -0.086 0.456 0.628 0.494 0.189 0.517


Model x:
C3H3NO4 | ωB97M-V with the def2-TZVPD basis set

```
11
Properties=species:S:1:pos:R:3
O -1.687 0.910 -0.479
C -1.742 0.256 0.544
O -0.995 -0.805 0.792
N -0.413 -1.431 -0.352
C 0.700 -0.935 -0.608
C 1.510 0.199 0.057
O 2.554 -0.082 0.624
O 0.996 1.395 -0.087
H -2.329 0.576 1.418
H 1.291 -1.414 -1.380
H 0.114 1.331 -0.529
```

## Properties
multiplicity	1
highest occupied orbital energy	-10.899	eV
gap between HOMO and LUMO	11.195	eV
structure (SMILES)	O=CO/N=C\C(=O)O

Results of the natural (NBO) charge analysis, in e, for atoms 1 through 6: -0.621 0.645 -0.378 -0.084 -0.007 0.732


Stability, lowest: model w


Model w:
C2H8OS | ωB97M-V with the def2-TZVPD basis set

```
12
Properties=species:S:1:pos:R:3
C 1.269 -4.181 1.818
O -0.110 -4.017 2.015
H 1.778 -4.014 2.839
H 1.412 -5.239 1.645
H 1.863 -3.576 1.158
H -0.452 -3.280 1.504
C -1.396 4.084 -2.046
S 0.156 3.315 -1.483
H -1.466 3.535 -3.005
H -2.320 3.971 -1.488
H -1.279 5.115 -2.306
H 0.544 4.288 -0.649
```

## Properties
multiplicity	1
highest occupied orbital energy	-9.207	eV
gap between HOMO and LUMO	9.988	eV
structure (SMILES)	CO.CS

Results of the natural (NBO) charge analysis, in e, for atoms 1 through 6: -0.257 -0.719 0.154 0.174 0.178 0.470


Model x:
C2H8OS | ωB97M-V with the def2-TZVPD basis set

```
12
Properties=species:S:1:pos:R:3
C -2.278 -1.224 0.766
C -1.683 0.063 0.385
O -0.908 -0.155 -0.860
H -1.448 -1.992 0.686
H -2.672 -1.276 1.910
H -3.200 -1.693 0.086
H -1.136 0.555 1.286
H -2.541 0.788 0.366
H -1.585 -0.321 -1.519
S 2.479 0.628 -0.106
H 2.035 0.401 -1.335
H 1.913 1.702 0.186
```

## Properties
multiplicity	1
highest occupied orbital energy	-9.440	eV
gap between HOMO and LUMO	10.293	eV
structure (SMILES)	CCO.S

Results of the natural (NBO) charge analysis, in e, for atoms 1 through 6: -0.643 -0.110 -0.718 0.223 0.218 0.202


Stability, lowest: model x


Model w:
C2H8OS | ωB97M-V with the def2-TZVPD basis set

```
12
Properties=species:S:1:pos:R:3
C -0.551 -2.310 0.970
S -0.268 -2.035 -0.802
C 0.092 -0.272 -0.861
H 0.342 -2.852 1.282
H -0.376 -1.378 1.510
H -1.470 -2.837 1.171
H 0.315 0.126 0.126
H -0.754 0.418 -0.921
H 0.941 -0.243 -1.553
O 0.472 3.555 0.012
H 0.860 3.318 -0.845
H 0.397 4.509 -0.089
```

## Properties
multiplicity	1
highest occupied orbital energy	-8.304	eV
gap between HOMO and LUMO	9.044	eV
structure (SMILES)	CSC.O

Results of the natural (NBO) charge analysis, in e, for atoms 1 through 6: -0.745 0.166 -0.773 0.220 0.223 0.226


Model x:
C2H8OS | ωB97M-V with the def2-TZVPD basis set

```
12
Properties=species:S:1:pos:R:3
C 1.285 1.755 1.211
O -0.131 1.721 1.154
H 1.592 0.901 1.811
H 1.741 1.662 0.215
H 1.642 2.683 1.672
H -0.431 2.445 0.591
C -1.369 -0.816 -1.370
S 0.100 -1.370 -0.449
H -2.130 -0.395 -0.727
H -1.793 -1.682 -1.874
H -1.062 -0.102 -2.123
H 0.224 -2.519 -1.108
```

## Properties
multiplicity	1
highest occupied orbital energy	-8.914	eV
gap between HOMO and LUMO	9.803	eV
structure (SMILES)	CO.CS

Results of the natural (NBO) charge analysis, in e, for atoms 1 through 6: -0.248 -0.723 0.188 0.164 0.160 0.462


Stability, lowest: model w